Entry 1:
Molecular formula: C52H26Cl4N7O7RuSe
Method: DFT, wB97M-V/def2-TZVPD

## Properties
ΔE to the lowest compared entry with this formula, charge and spin = 0.0 kcal per mole
LUMO level (spin up / spin down) = 3.5 / 2.7 eV
E_HOMO (spin up / spin down) = -0.99 / -2.69 eV

Structure (ORCA input):
```
! RIJCOSX wB97M-V def2-TZVPD def2/J DEFGRID3
* xyz -2 6
Ru 0.220 -0.356 -0.211
Cl 5.395 6.324 4.307
C 4.411 5.114 3.509
C 4.652 4.803 2.182
C 3.871 3.839 1.560
C 2.847 3.171 2.239
C 2.624 3.525 3.570
C 3.400 4.486 4.209
C 2.041 2.128 1.547
C 2.025 0.834 2.063
C 2.642 0.423 3.304
C 2.374 -0.891 3.473
C 1.641 -1.329 2.323
C 1.333 -2.639 2.066
C 1.529 -3.593 3.197
C 2.532 -4.559 3.194
C 2.692 -5.423 4.270
C 1.835 -5.313 5.352
Cl 2.028 -6.403 6.710
C 0.835 -4.357 5.383
C 0.687 -3.496 4.302
C 0.888 -3.149 0.838
N 0.577 -2.384 -0.277
C 0.355 -3.248 -1.310
C 0.017 -2.878 -2.629
C -0.079 -3.951 -3.664
C -1.074 -4.930 -3.623
C -1.157 -5.911 -4.605
C -0.236 -5.918 -5.636
Cl -0.337 -7.152 -6.879
C 0.765 -4.965 -5.705
C 0.836 -3.991 -4.716
C -0.239 -1.564 -3.024
C -0.741 -1.182 -4.323
C -0.930 0.162 -4.310
C -0.525 0.637 -3.022
N -0.128 -0.447 -2.243
C -0.434 1.963 -2.668
C 0.153 2.440 -1.492
C 0.422 3.803 -1.223
C 1.166 3.847 -0.073
C 1.347 2.499 0.367
N 0.703 1.654 -0.485
C -0.882 2.983 -3.670
C -2.176 3.495 -3.643
C -2.576 4.461 -4.562
C -1.673 4.905 -5.511
Cl -2.166 6.124 -6.671
C -0.383 4.403 -5.566
C 0.004 3.443 -4.639
C 0.509 -4.584 -0.842
C 0.806 -4.517 0.496
N 1.437 -0.247 1.476
H 5.448 5.303 1.644
H 4.059 3.585 0.523
H 1.809 3.054 4.108
H 3.209 4.755 5.241
H 3.194 1.065 3.971
H 2.660 -1.519 4.303
H 3.198 -4.625 2.342
H 3.476 -6.169 4.274
H 0.180 -4.286 6.241
H -0.078 -2.723 4.304
H -1.794 -4.912 -2.812
H -1.939 -6.659 -4.572
H 1.481 -4.989 -6.516
H 1.617 -3.239 -4.758
H -0.946 -1.870 -5.131
H -1.310 0.789 -5.104
H 0.087 4.634 -1.827
H 1.531 4.724 0.443
H -2.876 3.121 -2.903
H -3.581 4.862 -4.537
H 0.304 4.760 -6.321
H 1.012 3.043 -4.666
H 0.371 -5.470 -1.442
H 0.961 -5.343 1.173
O -0.975 -0.420 3.747
C -1.424 -0.260 2.611
O -1.236 -1.085 1.633
C -2.290 0.953 2.341
C -2.857 1.566 3.414
C -3.774 2.620 3.249
C -4.171 3.005 1.991
C -3.616 2.405 0.881
C -2.550 1.416 0.985
O -1.892 1.017 0.002
N -4.151 2.823 -0.408
O -3.830 2.210 -1.408
O -4.880 3.813 -0.452
N -4.340 3.283 4.401
O -5.130 4.203 4.226
O -4.002 2.906 5.512
H -2.601 1.214 4.403
H -4.935 3.753 1.862
Se -2.812 -1.565 -0.349
C -3.126 -3.353 -0.583
N -3.344 -4.479 -0.755
*
```

Want to see where the charge sits? The Mulliken charges in e are: -0.756, -0.258, 0.367, -0.904, -0.091, -0.423, -0.337, -0.870, 0.603, 0.596, -1.537, -1.371, 0.322, 1.109, -0.926, 0.000, -0.930, 0.451, -0.261, -1.072, 0.243, -0.226, 0.755, 0.526, 1.171, -1.009, 0.146, -1.046, 0.440, -0.259, -0.937, 0.018, 0.478, -1.283, -1.721, 0.048, 0.982, 0.802, 0.508, -1.668, -1.210, 0.180, 0.759, -1.026, 0.031, -1.094, 0.457, -0.261, -0.879, 0.175, -1.352, -1.167, 1.024, 0.395, 0.465, 0.661, 0.394, 0.550, 0.456, 0.521, 0.391, 0.433, 0.468, 0.498, 0.411, 0.400, 0.458, 0.509, 0.486, 0.522, 0.557, 0.792, 0.451, 0.390, 0.496, 0.496, 0.557, -0.700, 0.213, -0.023, 0.121, -0.164, -0.768, -0.089, -0.725, -0.086, 0.537, 1.178, -0.686, -0.739, 1.072, -0.689, -0.676, 0.681, 0.645, 0.428, 0.110, -0.716

=====

Entry 2:
Molecular formula: C27H25BrN7OTi
Method: DFT, wB97M-V/def2-TZVPD

## Properties
ΔE to the lowest compared entry with this formula, charge and spin = 3.1 kcal per mole
LUMO level (spin up / spin down) = -6.6 / -6.6 eV
E_HOMO (spin up / spin down) = -13.64 / -13.69 eV

Structure (ORCA input):
```
! RIJCOSX wB97M-V def2-TZVPD def2/J DEFGRID3
* xyz 2 2
Ti 0.491 -0.605 -0.235
Br -3.646 -0.995 6.164
C -2.309 -0.872 4.867
C -1.181 -1.672 4.974
C -0.189 -1.583 4.008
C -0.340 -0.699 2.952
C -1.476 0.084 2.831
C -2.462 0.007 3.802
N 0.696 -0.605 1.938
C 1.908 -0.556 2.311
C 3.002 -0.525 1.302
C 4.320 -0.482 1.675
C 5.292 -0.460 0.671
C 4.883 -0.480 -0.642
C 3.519 -0.523 -0.933
N 2.594 -0.545 0.021
H -1.082 -2.368 5.795
H 0.675 -2.234 4.069
H -1.594 0.762 1.998
H -3.347 0.624 3.726
H 2.169 -0.495 3.368
H 4.589 -0.463 2.723
H 6.344 -0.426 0.924
H 5.595 -0.465 -1.456
H 3.154 -0.538 -1.951
O 0.581 -0.479 -2.031
C 0.665 0.406 -3.061
C 0.714 -0.062 -4.362
C 0.797 0.844 -5.405
C 0.826 2.213 -5.150
C 0.778 2.666 -3.847
C 0.704 1.769 -2.776
C 0.672 2.255 -1.388
N 0.477 1.543 -0.272
C 0.535 2.449 0.786
C 0.764 3.689 0.307
N 0.847 3.549 -1.060
H 0.678 -1.128 -4.541
H 0.833 0.482 -6.424
H 0.881 2.919 -5.966
H 0.787 3.736 -3.677
H 0.398 2.146 1.810
H 0.870 4.642 0.797
H 1.032 4.293 -1.711
N 1.307 -3.902 -0.259
C 0.834 -2.855 -0.197
H 1.603 -4.859 -0.339
C -4.624 1.253 -1.240
C -3.670 0.212 -0.758
C -3.876 -1.091 -0.348
C -2.618 -1.600 -0.029
N -1.674 -0.665 -0.212
N -2.356 0.433 -0.644
C -2.319 -2.969 0.485
H -5.644 0.888 -1.149
H -4.445 1.491 -2.290
H -4.540 2.171 -0.658
H -4.819 -1.611 -0.295
H -1.840 1.269 -0.860
H -3.246 -3.469 0.755
H -1.688 -2.934 1.375
H -1.827 -3.581 -0.271
*
```

Want to see where the charge sits? The Mulliken charges in e are: -0.101, -0.115, -0.060, -0.757, -0.224, -0.408, 0.292, -0.962, 0.461, -0.041, 0.182, -0.931, -0.431, -0.837, -0.263, 0.612, 0.452, 0.541, 0.365, 0.495, 0.670, 0.521, 0.468, 0.465, 0.558, -0.144, 0.290, -0.798, -0.521, -0.897, -1.319, 1.118, 0.420, 0.897, -0.613, -1.053, -0.030, 0.537, 0.447, 0.438, 0.393, 0.430, 0.447, 0.178, -0.124, 0.209, 0.254, -1.399, 0.704, -1.103, 0.262, 0.867, 0.189, -1.373, 0.383, 0.316, 0.344, 0.515, -0.093, 0.417, 0.230, 0.230